[1]
ORCA calculation (ωB97M-V/def2-TZVPD) on a cluster of 9 separate species, C33H83NO9 in total in a non-equilibrium geometry.

Last columns: bonded neighbours and bond lengths (Å).
Positions of all 126 atoms, in Å:
1 C 7.974 -2.683 2.659  C2 1.613, H12 1.090, H13 1.090, H14 1.090
2 C 6.949 -2.105 3.762  C1 1.613, C3 1.552, N7 1.503, C11 1.601
3 C 6.130 -3.253 4.411  C2 1.552, C4 1.541, H15 1.090, H16 1.090
4 C 6.931 -4.084 5.432  C3 1.541, C5 1.494, H17 1.090, H18 1.090
5 C 7.338 -3.200 6.564  C4 1.494, C6 1.524, H19 1.090, H20 1.090
6 C 8.179 -2.012 6.111  C5 1.524, N7 1.501, C9 1.539, C10 1.539
7 N 7.488 -1.358 4.949  C2 1.503, C6 1.501, O8 1.368
8 O 8.201 -0.287 4.485  N7 1.368, H30 0.960
9 C 8.167 -0.972 7.244  C6 1.539, H21 1.090, H22 1.090, H23 1.090
10 C 9.597 -2.514 5.781  C6 1.539, H24 1.090, H25 1.090, H26 1.090
11 C 5.902 -1.171 2.990  C2 1.601, H27 1.090, H28 1.090, H29 1.090
12 H 7.401 -3.190 1.883  C1 1.090
13 H 8.623 -3.466 3.051  C1 1.090
14 H 8.618 -1.922 2.218  C1 1.090
15 H 5.266 -2.738 4.831  C3 1.090
16 H 5.698 -3.781 3.560  C3 1.090
17 H 7.667 -4.551 4.776  C4 1.090
18 H 6.292 -4.873 5.829  C4 1.090
19 H 7.991 -3.778 7.218  C5 1.090
20 H 6.419 -2.881 7.055  C5 1.090
21 H 7.220 -0.668 7.691  C9 1.090
22 H 8.718 -1.432 8.063  C9 1.090
23 H 8.783 -0.129 6.930  C9 1.090
24 H 9.600 -3.431 5.193  C10 1.090
25 H 10.070 -1.790 5.118  C10 1.090
26 H 10.145 -2.699 6.705  C10 1.090
27 H 6.461 -0.433 2.416  C11 1.090
28 H 5.185 -0.683 3.650  C11 1.090
29 H 5.406 -1.612 2.126  C11 1.090
30 H 7.511 0.351 4.286  O8 0.960
31 C -7.121 -1.548 -6.805  C32 1.540, H35 1.090, H36 1.090, H37 1.090
32 C -6.164 -1.819 -5.629  C31 1.540, C33 1.524, O34 1.424, H38 1.090
33 C -5.345 -3.103 -5.564  C32 1.524, H39 1.090, H40 1.090, H41 1.090
34 O -5.157 -0.817 -5.733  C32 1.424, H42 0.960
35 H -7.930 -2.279 -6.807  C31 1.090
36 H -6.606 -1.599 -7.764  C31 1.090
37 H -7.623 -0.582 -6.753  C31 1.090
38 H -6.656 -1.524 -4.702  C32 1.090
39 H -4.811 -3.352 -6.481  C33 1.090
40 H -6.007 -3.925 -5.291  C33 1.090
41 H -4.593 -3.129 -4.776  C33 1.090
42 H -4.652 -0.780 -4.917  O34 0.960
43 C -2.681 0.935 7.371  C44 1.561, H47 1.090, H48 1.090, H49 1.090
44 C -2.349 0.687 5.865  C43 1.561, C45 1.499, O46 1.422, H50 1.090
45 C -0.893 0.817 5.534  C44 1.499, H51 1.090, H52 1.090, H53 1.090
46 O -2.916 -0.566 5.503  C44 1.422, H54 0.960
47 H -1.928 0.401 7.951  C43 1.090
48 H -3.625 0.455 7.626  C43 1.090
49 H -2.559 1.947 7.756  C43 1.090
50 H -3.036 1.333 5.317  C44 1.090
51 H -0.591 1.820 5.834  C45 1.090
52 H -0.657 0.807 4.469  C45 1.090
53 H -0.192 0.186 6.080  C45 1.090
54 H -3.481 -0.459 4.735  O46 0.960
55 C -3.179 4.632 -7.765  C56 1.544, H59 1.090, H60 1.090, H61 1.090
56 C -4.135 4.540 -6.557  C55 1.544, C57 1.517, O58 1.443, H62 1.090
57 C -4.636 5.888 -6.073  C56 1.517, H63 1.090, H64 1.090, H65 1.090
58 O -5.249 3.802 -7.101  C56 1.443, H66 0.960
59 H -2.992 3.674 -8.250  C55 1.090
60 H -2.174 4.871 -7.418  C55 1.090
61 H -3.464 5.267 -8.604  C55 1.090
62 H -3.735 3.966 -5.721  C56 1.090
63 H -5.479 5.867 -5.382  C57 1.090
64 H -4.998 6.548 -6.861  C57 1.090
65 H -3.787 6.464 -5.704  C57 1.090
66 H -5.179 2.897 -6.788  O58 0.960
67 C -6.065 7.686 -0.620  C68 1.467, H71 1.090, H72 1.090, H73 1.090
68 C -7.234 7.933 0.232  C67 1.467, C69 1.512, O70 1.416, H74 1.090
69 C -8.490 7.417 -0.432  C68 1.512, H75 1.090, H76 1.090, H77 1.090
70 O -7.034 7.167 1.406  C68 1.416, H78 0.960
71 H -5.110 7.967 -0.175  C67 1.090
72 H -6.232 8.082 -1.621  C67 1.090
73 H -6.097 6.624 -0.863  C67 1.090
74 H -7.327 8.982 0.515  C68 1.090
75 H -8.504 6.331 -0.531  C69 1.090
76 H -8.558 7.914 -1.400  C69 1.090
77 H -9.377 7.720 0.124  C69 1.090
78 H -6.440 7.645 1.990  O70 0.960
79 C -5.861 -2.881 1.024  C80 1.577, H83 1.090, H84 1.090, H85 1.090
80 C -6.853 -1.659 1.112  C79 1.577, C81 1.513, O82 1.399, H86 1.090
81 C -8.295 -1.952 1.465  C80 1.513, H87 1.090, H88 1.090, H89 1.090
82 O -6.379 -0.831 2.135  C80 1.399, H90 0.960
83 H -5.667 -3.354 1.986  C79 1.090
84 H -4.873 -2.651 0.627  C79 1.090
85 H -6.323 -3.676 0.438  C79 1.090
86 H -6.903 -1.105 0.174  C80 1.090
87 H -8.770 -2.572 0.705  C81 1.090
88 H -8.946 -1.082 1.379  C81 1.090
89 H -8.364 -2.459 2.427  C81 1.090
90 H -6.810 0.027 2.112  O82 0.960
91 C 0.768 -4.667 -3.232  C92 1.483, H95 1.090, H96 1.090, H97 1.090
92 C 0.754 -4.809 -1.756  C91 1.483, C93 1.523, O94 1.390, H98 1.090
93 C 2.105 -4.977 -1.073  C92 1.523, H99 1.090, H100 1.090, H101 1.090
94 O 0.245 -3.638 -1.208  C92 1.390, H102 0.960
95 H 1.090 -5.601 -3.693  C91 1.090
96 H 1.414 -3.842 -3.534  C91 1.090
97 H -0.255 -4.518 -3.576  C91 1.090
98 H 0.122 -5.641 -1.445  C92 1.090
99 H 2.884 -4.248 -1.297  C93 1.090
100 H 2.562 -5.940 -1.301  C93 1.090
101 H 2.014 -5.018 0.012  C93 1.090
102 H 0.426 -3.736 -0.270  O94 0.960
103 C 6.456 -0.295 -3.024  C104 1.511, H107 1.090, H108 1.090, H109 1.090
104 C 7.912 0.043 -3.240  C103 1.511, C105 1.511, O106 1.382, H110 1.090
105 C 8.447 -0.823 -4.357  C104 1.511, H111 1.090, H112 1.090, H113 1.090
106 O 7.899 1.316 -3.780  C104 1.382, H114 0.960
107 H 5.762 -0.390 -3.859  C103 1.090
108 H 6.015 0.516 -2.445  C103 1.090
109 H 6.455 -1.289 -2.577  C103 1.090
110 H 8.410 -0.166 -2.294  C104 1.090
111 H 9.505 -0.583 -4.250  C105 1.090
112 H 8.060 -0.493 -5.322  C105 1.090
113 H 8.301 -1.898 -4.249  C105 1.090
114 H 8.785 1.655 -3.637  O106 0.960
115 C -2.208 2.162 -0.790  C116 1.497, H119 1.090, H120 1.090, H121 1.090
116 C -1.468 1.391 -1.839  C115 1.497, C117 1.516, O118 1.415, H122 1.090
117 C 0.002 1.185 -1.534  C116 1.516, H123 1.090, H124 1.090, H125 1.090
118 O -2.135 0.145 -1.909  C116 1.415, H126 0.960
119 H -2.021 1.728 0.192  C115 1.090
120 H -3.268 2.108 -1.039  C115 1.090
121 H -1.852 3.190 -0.719  C115 1.090
122 H -1.683 1.920 -2.767  C116 1.090
123 H 0.559 0.657 -2.308  C117 1.090
124 H 0.198 0.698 -0.579  C117 1.090
125 H 0.448 2.174 -1.429  C117 1.090
126 H -1.541 -0.567 -1.661  O118 0.960

SMILES: CC1(C)CCCC(C)(C)N1O.CC(C)O.CC(C)O.CC(C)O.CC(C)O.CC(C)O.CC(C)O.CC(C)O.CC(C)O
Max |F| in Eh/bohr: 0.078
ΔE to the lowest compared entry with this formula, charge and spin in kcal/mol: 108.0

---

[2]
ORCA calculation (ωB97M-V/def2-TZVPD) on a cluster of 13 separate species, C33H84N8O12 in total in a non-equilibrium geometry.

Last columns: bonded neighbours and bond lengths (Å).
Positions of all 137 atoms, in Å:
1 C -6.977 -16.077 -10.460  C2 1.544, H11 1.104, H12 1.069, H13 1.144
2 C -7.723 -14.739 -10.269  C1 1.544, N3 1.530, H14 1.092, H15 1.093
3 N -7.178 -13.557 -11.073  C2 1.530, C4 1.528, C5 1.497, C7 1.491
4 C -7.261 -14.005 -12.531  N3 1.528, H16 1.083, H17 1.093, H18 1.053
5 C -8.046 -12.384 -10.736  N3 1.497, C6 1.581, H19 1.007, H20 1.119
6 C -7.609 -11.118 -11.575  C5 1.581, H21 1.061, H22 1.098, H23 1.139
7 C -5.735 -13.329 -10.777  N3 1.491, C8 1.475, H24 1.081, H25 1.056
8 C -5.500 -12.654 -9.486  C7 1.475, O9 1.395, H26 1.105, H27 1.091
9 O -5.977 -13.388 -8.399  C8 1.395, C10 1.421
10 C -5.400 -12.847 -7.219  O9 1.421, H28 1.141, H29 1.120, H30 1.102
11 H -6.081 -16.147 -9.820  C1 1.104
12 H -6.674 -16.206 -11.477  C1 1.069
13 H -7.628 -16.955 -10.122  C1 1.144
14 H -7.750 -14.460 -9.213  C2 1.092
15 H -8.803 -14.776 -10.434  C2 1.093
16 H -6.323 -14.490 -12.770  C4 1.083
17 H -7.398 -13.070 -13.081  C4 1.093
18 H -8.082 -14.662 -12.594  C4 1.053
19 H -8.123 -12.330 -9.733  C5 1.007
20 H -9.033 -12.801 -11.060  C5 1.119
21 H -7.579 -10.174 -11.090  C6 1.061
22 H -8.230 -10.931 -12.461  C6 1.098
23 H -6.494 -11.202 -11.791  C6 1.139
24 H -5.341 -12.758 -11.606  C7 1.081
25 H -5.326 -14.301 -10.837  C7 1.056
26 H -5.974 -11.675 -9.679  C8 1.105
27 H -4.454 -12.424 -9.282  C8 1.091
28 H -4.289 -12.960 -7.454  C10 1.141
29 H -5.838 -13.504 -6.424  C10 1.120
30 H -5.677 -11.802 -7.009  C10 1.102
31 C -15.557 -19.687 -11.365  C32 1.383, H41 1.140, H43 1.108
32 C -15.049 -18.970 -12.433  C31 1.383, H44 1.074, H45 1.071
33 N -12.689 -23.225 -17.198  C34 1.432, C35 1.447, C37 1.341
34 C -12.213 -23.215 -18.548  N33 1.432, H46 1.097, H47 1.064, H48 1.125
35 C -11.695 -23.506 -16.184  N33 1.447, C36 1.505, H49 1.122, H50 1.086
36 C -10.774 -22.352 -15.893  C35 1.505, H51 1.016, H52 1.119, H53 1.230
37 C -13.918 -23.595 -16.813  N33 1.341, H54 1.053, H55 1.100
38 C -12.178 -29.221 -18.000  O39 1.166, C40 1.623
39 O -12.408 -28.084 -17.879  C38 1.166
40 C -10.791 -29.889 -17.487  C38 1.623, H58 0.983, H59 1.117, H60 1.047
41 H -15.810 -20.707 -11.807  C31 1.140
42 H -20.679 -18.106 -16.782  no bonds
43 H -15.536 -19.176 -10.382  C31 1.108
44 H -14.970 -19.717 -13.201  C32 1.074
45 H -14.686 -17.990 -12.199  C32 1.071
46 H -11.266 -22.662 -18.507  C34 1.097
47 H -12.828 -22.576 -19.137  C34 1.064
48 H -11.853 -24.229 -18.878  C34 1.125
49 H -11.322 -24.509 -16.522  C35 1.122
50 H -12.008 -23.854 -15.205  C35 1.086
51 H -9.836 -22.742 -15.889  C36 1.016
52 H -10.766 -21.770 -14.937  C36 1.119
53 H -10.951 -21.527 -16.789  C36 1.230
54 H -14.523 -24.088 -17.520  C37 1.053
55 H -14.068 -23.153 -15.817  C37 1.100
56 H -13.384 -32.065 -16.138  no bonds
57 H -6.432 -18.486 -5.431  no bonds
58 H -10.287 -29.046 -17.445  C40 0.983
59 H -10.776 -30.551 -18.387  C40 1.117
60 H -10.564 -30.377 -16.589  C40 1.047
61 C -5.787 -23.453 -1.527  C62 1.559, H71 1.054, H72 1.044, H73 1.126
62 C -4.673 -22.592 -0.857  C61 1.559, N63 1.526, H74 1.064, H75 1.094
63 N -3.618 -21.938 -1.745  C62 1.526, C64 1.512, C65 1.545, C67 1.549
64 C -4.211 -21.006 -2.777  N63 1.512, H76 1.131, H77 1.121, H78 1.090
65 C -2.711 -21.180 -0.750  N63 1.545, C66 1.538, H79 1.088, H80 1.119
66 C -3.263 -19.813 -0.315  C65 1.538, H81 1.119, H82 1.096, H83 1.109
67 C -2.835 -23.115 -2.379  N63 1.549, C68 1.542, H84 1.064, H85 1.051
68 C -1.871 -22.696 -3.508  C67 1.542, O69 1.423, H86 1.062, H87 1.039
69 O -0.831 -21.893 -2.962  C68 1.423, C70 1.393
70 C -0.034 -21.201 -3.871  O69 1.393, H88 1.074, H89 1.156, H90 1.052
71 H -6.697 -23.160 -1.085  C61 1.054
72 H -5.677 -24.492 -1.511  C61 1.044
73 H -5.803 -23.213 -2.627  C61 1.126
74 H -4.018 -23.110 -0.196  C62 1.064
75 H -5.113 -21.755 -0.308  C62 1.094
76 H -4.905 -20.284 -2.251  C64 1.131
77 H -4.719 -21.625 -3.561  C64 1.121
78 H -3.485 -20.343 -3.250  C64 1.090
79 H -1.763 -21.075 -1.272  C65 1.088
80 H -2.434 -21.825 0.121  C65 1.119
81 H -4.340 -19.751 -0.014  C66 1.119
82 H -3.034 -19.137 -1.146  C66 1.096
83 H -2.818 -19.370 0.600  C66 1.109
84 H -3.597 -23.811 -2.639  C67 1.064
85 H -2.168 -23.516 -1.672  C67 1.051
86 H -2.329 -22.252 -4.357  C68 1.062
87 H -1.463 -23.564 -3.904  C68 1.039
88 H -0.495 -20.336 -4.309  C70 1.074
89 H 0.416 -21.941 -4.637  C70 1.156
90 H 0.851 -21.023 -3.330  C70 1.052
91 C -11.361 -10.195 -20.901  C92 1.544, H98 1.090, H99 1.022, H100 1.080
92 C -11.164 -10.598 -19.423  C91 1.544, O93 1.180, N94 1.534
93 O -11.800 -10.301 -18.474  C92 1.180
94 N -9.805 -11.262 -19.169  C92 1.534, H95 1.017, H96 1.033, C97 1.511
95 H -9.822 -12.157 -19.652  N94 1.017
96 H -9.127 -10.669 -19.675  N94 1.033
97 C -9.440 -11.364 -17.707  N94 1.511, H101 1.041, H102 1.131, H103 1.107
98 H -12.316 -10.552 -21.286  C91 1.090
99 H -10.506 -10.427 -21.412  C91 1.022
100 H -11.367 -9.123 -20.774  C91 1.080
101 H -8.419 -11.548 -17.636  C97 1.041
102 H -10.004 -12.232 -17.250  C97 1.131
103 H -9.677 -10.405 -17.207  C97 1.107
104 C -2.707 -16.177 -11.745  C105 1.538, H111 1.062, H112 1.125, H113 1.073
105 C -3.878 -16.148 -12.742  C104 1.538, O106 1.239, N107 1.355
106 O -4.627 -15.169 -12.870  C105 1.239
107 N -4.019 -17.164 -13.628  C105 1.355, H109 0.988, C110 1.440
108 H -1.406 -16.325 -4.336  O131 0.987
109 H -4.689 -16.936 -14.317  N107 0.988
110 C -3.007 -18.174 -13.801  N107 1.440, H114 1.062, H115 1.150, H116 1.062
111 H -2.515 -15.212 -11.343  C104 1.062
112 H -1.741 -16.351 -12.294  C104 1.125
113 H -2.942 -16.801 -10.903  C104 1.073
114 H -2.624 -18.276 -12.815  C110 1.062
115 H -2.194 -17.847 -14.545  C110 1.150
116 H -3.386 -19.111 -14.125  C110 1.062
117 C -11.880 -13.664 -1.423  C118 1.487, H124 1.102, H125 1.093, H126 1.055
118 C -12.254 -14.447 -0.216  C117 1.487, O119 1.167, N120 1.570
119 O -12.808 -15.474 -0.180  C118 1.167
120 N -11.976 -13.739 1.158  C118 1.570, H121 0.982, H122 1.062, C123 1.560
121 H -11.104 -13.293 1.227  N120 0.982
122 H -12.646 -12.917 1.107  N120 1.062
123 C -12.157 -14.656 2.406  N120 1.560, H127 1.093, H128 1.104, H129 1.080
124 H -11.188 -12.821 -1.267  C117 1.102
125 H -12.791 -13.134 -1.712  C117 1.093
126 H -11.625 -14.358 -2.176  C117 1.055
127 H -12.316 -14.074 3.318  C123 1.093
128 H -11.185 -15.161 2.543  C123 1.104
129 H -12.862 -15.457 2.233  C123 1.080
130 N -2.611 -17.699 -4.359  O131 1.313, O132 1.210, O133 1.209
131 O -1.369 -17.298 -4.501  H108 0.987, N130 1.313
132 O -2.727 -18.902 -4.433  N130 1.210
133 O -3.505 -16.922 -4.117  N130 1.209
134 N -7.469 -14.735 -3.238  O135 1.268, O136 1.244, O137 1.317
135 O -8.213 -15.760 -3.306  N134 1.268
136 O -6.614 -14.451 -4.096  N134 1.244
137 O -7.411 -13.811 -2.301  N134 1.317

Charge: +4
Max |F| in Eh/bohr: 0.116
ΔE to the lowest compared entry with this formula, charge and spin in kcal/mol: 534.0

---

no.,calculated total energy (Ha),highest occupied orbital energy (eV),orbital gap (Eh)
1,-2038.83609,-8.213,0.308
2,-2646.14535,-10.802,0.029